Entry 1:
The following is a quantum chemistry calculation of the ion CH3N4O with charge +1 in a non-equilibrium geometry, from the Open Molecules 2025 dataset.

SMILES = [NH3+]N=[N+]=C=N[O-]
Charge = +1
Electronic energy = -9077.544 eV
ΔE to the lowest compared entry with this formula, charge and spin = 628.4 kJ/mol
Gap between HOMO and LUMO (alpha / beta) = 7.53 / 7.51 eV
HOMO energy (alpha / beta) = -0.5319 / -0.5302 Eh

Last column: natural (NBO) charge in e.
Geometry (Å):
1 N -1.752 0.444 0.154  -0.695
2 N -0.846 -0.640 -0.749  0.127
3 N 0.303 -0.678 -0.627  -0.080
4 C 1.420 -0.372 -0.159  0.314
5 N 2.711 -0.319 0.161  0.189
6 O 4.037 -0.229 0.464  -0.172
7 H -2.313 -0.181 0.751  0.449
8 H -2.386 0.830 -0.556  0.443
9 H -1.174 1.145 0.562  0.425

---

Entry 2:
The following is a quantum chemistry calculation of a structure of composition CH3N4O2 in a non-equilibrium geometry, from the Open Molecules 2025 dataset.

Charge = -1
Electronic energy = -11139.317 eV
ΔE to the lowest compared entry with this formula, charge and spin = 87.2 kJ/mol
Gap between HOMO and LUMO = 8.75 eV
HOMO energy = -0.1603 Eh

Last column: natural (NBO) charge in e.
Geometry (Å):
1 C 1.730 0.255 -0.599  0.752
2 N 2.000 -0.595 -1.495  -0.891
3 N -0.596 0.808 0.592  -0.123
4 N -1.950 0.527 1.039  -0.727
5 N -0.024 -0.050 -0.031  0.170
6 O -0.491 -1.075 -0.563  -0.616
7 O 2.168 1.188 -0.057  -0.641
8 H 1.176 -1.182 -1.705  0.376
9 H -2.080 -0.528 0.775  0.354
10 H -1.932 0.652 2.044  0.346

---

Entry 3:
The following is a quantum chemistry calculation of an isolated molecule of CH3N4OP in a non-equilibrium geometry, from the Open Molecules 2025 dataset.

Electronic energy = -18376.590 eV
ΔE to the lowest compared entry with this formula, charge and spin = 228.6 kJ/mol
Gap between HOMO and LUMO (alpha / beta) = 6.34 / 6.48 eV
HOMO energy (alpha / beta) = -0.2798 / -0.2817 Eh

Last column: natural (NBO) charge in e.
Geometry (Å):
1 C -0.927 -1.360 -0.258  -0.259
2 N -1.775 0.707 0.437  -0.281
3 N 2.567 0.879 -0.425  -0.279
4 N -1.660 -0.345 -0.217  -0.072
5 N 2.321 -0.235 -0.564  -0.241
6 O 0.249 0.436 1.284  -0.979
7 P 0.777 -0.784 0.527  1.187
8 H -1.228 -2.282 -0.633  0.236
9 H -2.370 1.298 -0.136  0.348
10 H 2.047 1.688 -0.015  0.339

---

Entry 4:
The following is a quantum chemistry calculation of an isolated molecule of CH3N4P in a non-equilibrium geometry, from the Open Molecules 2025 dataset.

Electronic energy = -16331.453 eV
ΔE to the lowest compared entry with this formula, charge and spin = 44.9 kJ/mol
Gap between HOMO and LUMO = 7.99 eV
HOMO energy = -0.2945 Eh

Last column: natural (NBO) charge in e.
Geometry (Å):
1 C 1.839 0.176 0.096  -0.442
2 N 3.151 0.451 0.013  -0.314
3 N 4.273 0.064 0.021  0.274
4 N 5.404 -0.016 -0.028  -0.095
5 N -0.644 -0.473 0.158  -1.150
6 P 0.879 -1.233 -0.027  0.731
7 H 1.261 1.093 0.202  0.223
8 H -1.359 -1.139 0.415  0.386
9 H -0.961 0.070 -0.636  0.388

---

Entry 5:
The following is a quantum chemistry calculation of an isolated molecule of CH3N5 in a non-equilibrium geometry, from the Open Molecules 2025 dataset.

Electronic energy = -8530.408 eV
ΔE to the lowest compared entry with this formula, charge and spin = 452.2 kJ/mol
Gap between HOMO and LUMO = 9.29 eV
HOMO energy = -0.3158 Eh

Last column: natural (NBO) charge in e.
Geometry (Å):
1 N -1.721 -0.043 0.437  -0.804
2 C -0.577 0.291 -0.189  0.420
3 N 0.468 -0.473 -0.620  -0.284
4 N 1.774 -0.200 0.104  -0.131
5 N 2.315 0.845 0.099  -0.141
6 N -0.012 1.195 -0.840  -0.206
7 H -1.879 -1.041 0.418  0.403
8 H -2.515 0.523 0.173  0.404
9 H 2.138 -1.111 0.427  0.339

---

Entry 6:
The following is a quantum chemistry calculation of an isolated molecule of CH3N5 in a non-equilibrium geometry, from the Open Molecules 2025 dataset.

SMILES = [H]/N=c1/nn[nH][nH]1
Electronic energy = -8532.438 eV
ΔE to the lowest compared entry with this formula, charge and spin = 256.4 kJ/mol
Gap between HOMO and LUMO = 9.53 eV
HOMO energy = -0.3454 Eh

Last column: natural (NBO) charge in e.
Geometry (Å):
1 H -1.257 -0.654 -1.849  0.342
2 N -1.458 0.126 -1.287  -0.647
3 C -0.699 0.248 -0.381  0.458
4 N -0.722 1.165 0.698  -0.243
5 N 0.386 1.078 1.318  0.063
6 N 1.005 -0.075 0.937  -0.309
7 N 0.564 -0.366 -0.382  -0.453
8 H 2.007 -0.109 1.302  0.406
9 H 0.175 -1.413 -0.357  0.383

---

Entry 7:
The following is a quantum chemistry calculation of an isolated molecule of CH3N5O in a non-equilibrium geometry, from the Open Molecules 2025 dataset.

SMILES = Nn1nnnc1O
Electronic energy = -10579.151 eV
ΔE to the lowest compared entry with this formula, charge and spin = 244.4 kJ/mol
Gap between HOMO and LUMO = 10.48 eV
HOMO energy = -0.3776 Eh

Last column: natural (NBO) charge in e.
Geometry (Å):
1 N 0.131 1.419 0.113  -0.723
2 N 0.351 0.081 -0.383  -0.140
3 N 1.627 -0.371 -0.175  -0.033
4 N 1.413 -1.547 0.112  -0.049
5 N 0.126 -1.965 0.028  -0.339
6 C -0.597 -0.966 -0.270  0.616
7 O -1.919 -0.792 -0.026  -0.637
8 H 0.233 2.336 -0.720  0.392
9 H 0.709 1.710 1.035  0.404
10 H -2.074 0.095 0.285  0.509

---

Entry 8:
The following is a quantum chemistry calculation of the ion CH3N5O with charge +2 in a non-equilibrium geometry, from the Open Molecules 2025 dataset.

SMILES = [NH2+]=C=[NH+]/N=N/N=O
Charge = +2
Electronic energy = -10554.749 eV
ΔE to the lowest compared entry with this formula, charge and spin = 339.2 kJ/mol
Gap between HOMO and LUMO (alpha / beta) = 8.49 / 8.09 eV
HOMO energy (alpha / beta) = -0.7379 / -0.7329 Eh

Last column: natural (NBO) charge in e.
Geometry (Å):
1 N 1.218 -1.575 0.808  -0.590
2 C 0.228 -1.377 0.065  0.639
3 N -0.331 -0.727 -0.902  -0.289
4 N -0.869 0.472 -1.154  0.048
5 N -0.689 1.557 -0.075  0.002
6 N -0.979 2.666 0.101  0.624
7 O -1.255 3.661 0.549  0.032
8 H 1.287 -2.247 1.639  0.518
9 H 2.144 -1.103 0.619  0.483
10 H -0.755 -1.327 -1.649  0.533